Here is a structure of composition C54H48N6O3PS3Ti from OMol25. Energies are from wB97M-V/def2-TZVPD.

```
! wB97M-V def2-TZVPD RIJCOSX def2/J DEFGRID3
* xyz 1 3
Ti -0.25430 0.62136 1.10997
O 3.62933 -5.25753 4.57470
C 4.01927 -3.96556 4.53960
O 5.14571 -3.67376 4.82237
C 3.00010 -2.93885 4.13634
C 3.44409 -1.61934 4.07039
C 2.57981 -0.60666 3.70880
C 1.25254 -0.89930 3.40057
C 0.79903 -2.20886 3.46625
C 1.67167 -3.22014 3.83835
N 0.35919 0.13281 3.00692
C 0.29667 1.18920 3.83495
C -0.60267 2.23603 3.53911
C -0.73767 3.37646 4.35772
C -1.67352 4.31855 4.03217
C -2.48647 4.11347 2.90293
C -2.28974 2.98864 2.14088
N -1.35292 2.06271 2.41661
H 2.69786 -5.34047 4.34487
H 4.47949 -1.41381 4.30344
H 2.92932 0.41586 3.63491
H -0.23809 -2.42763 3.24217
H 1.27366 -4.22710 3.88198
H 0.87744 1.21097 4.75092
H -0.10292 3.48238 5.22570
H -1.79432 5.20435 4.64021
H -3.25550 4.81866 2.62738
H -2.90183 2.79517 1.26968
O -1.04648 1.94180 -0.45074
N -2.28838 1.32591 -0.51184
C -3.05184 1.59506 -1.48794
C -4.32845 0.86986 -1.52965
C -5.46193 1.58456 -1.90376
C -6.71835 1.01120 -1.79911
C -6.83610 -0.27426 -1.29118
C -5.69814 -0.99541 -0.95794
C -4.42180 -0.46357 -1.11762
P -2.89401 -1.47820 -0.89840
C -3.13023 -2.99582 -1.88487
C -4.31381 -3.60384 -2.30213
C -4.28574 -4.76621 -3.05617
C -3.07474 -5.34678 -3.40544
C -1.88880 -4.74731 -3.01421
C -1.92017 -3.57550 -2.27355
C -3.14245 -2.03956 0.82439
C -2.76854 -1.18619 1.85621
C -2.96228 -1.53004 3.18491
C -3.52512 -2.75912 3.50927
C -3.87688 -3.63361 2.49287
C -3.68888 -3.27341 1.16327
H -0.74690 2.46741 -1.24470
H -2.78943 2.33376 -2.24155
H -5.35920 2.60765 -2.24220
H -7.59779 1.57054 -2.08651
H -7.81256 -0.71904 -1.16097
H -5.81357 -1.98972 -0.54574
H -5.27384 -3.17044 -2.06395
H -5.21460 -5.21982 -3.37186
H -3.05844 -6.25461 -3.99226
H -0.93928 -5.17938 -3.29791
H -0.98758 -3.09362 -2.00075
H -2.33917 -0.19635 1.70053
H -2.66144 -0.84058 3.96391
H -3.68110 -3.03105 4.54421
H -4.30296 -4.59791 2.73257
H -3.95854 -3.97094 0.37967
C -0.05567 1.62350 -5.27287
C 0.54996 0.53887 -4.38743
S 1.04154 0.95989 -2.70302
C 2.27846 2.24921 -2.93981
C 1.79277 3.67259 -3.23584
S 0.35996 4.23881 -2.26884
C -0.61569 5.06166 -3.54677
C -0.98553 4.26424 -4.80338
S -1.46479 2.53474 -4.57229
H -0.39956 1.14920 -6.19310
H 0.70856 2.34557 -5.55426
H 1.41975 0.13150 -4.90858
H -0.15553 -0.28371 -4.25679
H 2.95741 1.94137 -3.73840
H 2.84933 2.24791 -2.01006
H 1.52503 3.76446 -4.28406
H 2.61628 4.36283 -3.05036
H -0.09241 5.96721 -3.85826
H -1.51779 5.38402 -3.02476
H -0.17168 4.28707 -5.52627
H -1.82827 4.76419 -5.28215
N 9.79067 -0.90340 -0.38698
C 8.66689 -0.71756 -0.25155
C 7.25446 -0.48525 -0.08284
C 6.77732 0.02166 1.12141
C 5.42101 0.24900 1.27706
C 4.53625 -0.04805 0.24390
C 5.02350 -0.55858 -0.95716
C 6.38027 -0.76899 -1.12750
C 3.07389 0.16868 0.41606
C 2.65676 1.48663 0.65141
C 3.45928 2.65138 0.62121
C 2.63023 3.73347 0.83877
C 1.34171 3.20517 0.99782
N 1.33431 1.87381 0.88445
C 2.25868 -0.95647 0.31976
C 2.68621 -2.30414 0.23131
C 1.55995 -3.09766 0.24390
C 0.47480 -2.21523 0.34369
N 0.86068 -0.93757 0.38080
H 7.46619 0.23411 1.92649
H 5.04502 0.64541 2.20970
H 4.33442 -0.77383 -1.76281
H 6.76489 -1.15293 -2.06137
H 4.51952 2.67462 0.43557
H 2.89740 4.77467 0.87729
H 0.42548 3.74620 1.18864
H 3.70967 -2.63596 0.19089
H 1.50439 -4.17097 0.20281
H -0.57166 -2.48641 0.40586
*
```

Properties
Frontier orbital gap (alpha / beta) (eV): 5.4 / 6.7
Energy relative to the best compared isomer or geometry (same formula, charge and spin) (kcal/mol): 0.0
<S²>: 2.016
Electronic energy (eV): -136765.6419